(1)
C49H52FInN9O15 as an isolated structure at a distorted geometry, computed with ωB97M-V with the def2-TZVPD basis set.

Each line ends with the Mulliken charge.
CARTESIAN COORDINATES (ANGSTROEM)
C1 2.197 0.544 -1.073  -0.75
C2 1.563 -0.325 -2.353  0.55
O1 2.283 -0.224 -3.505  -0.79
N1 0.312 -1.166 -2.213  -0.13
C3 -0.169 -1.726 -3.533  -0.10
In1 -1.233 -0.193 -1.101  0.74
C4 -3.342 -0.927 -1.693  -0.57
N2 -3.949 0.032 -2.692  -0.69
C5 -1.100 2.066 -1.044  0.26
C6 -1.547 2.830 -2.423  -0.30
C7 -1.081 2.095 -3.812  0.44
F1 -0.314 3.114 -4.622  -0.41
H1 2.084 1.711 -1.256  0.08
H2 3.304 0.219 -0.831  0.36
H3 1.574 0.311 -0.088  0.19
H4 -0.339 -0.930 -4.375  0.25
H5 0.624 -2.520 -3.921  0.07
H6 -1.186 -2.324 -3.369  0.01
H7 -1.034 -0.755 0.631  -0.40
H8 -3.331 -2.055 -2.040  0.13
H9 -4.011 -0.864 -0.706  0.10
H10 -3.276 0.026 -3.513  0.27
H11 -3.881 0.984 -2.222  0.32
H12 -1.868 2.426 -0.203  -0.41
H13 -0.036 2.348 -0.640  -0.25
H14 -2.702 3.018 -2.489  0.03
H15 -1.028 3.905 -2.420  0.28
H16 -0.401 1.152 -3.675  -0.35
H17 -2.071 1.835 -4.423  0.11
C8 2.322 -7.790 -6.735  -0.40
C9 2.132 -8.365 -5.477  -0.43
C10 1.528 -7.629 -4.456  -0.35
C11 1.112 -6.314 -4.707  0.10
C12 1.308 -5.732 -5.966  -0.21
C13 1.916 -6.477 -6.979  -0.56
N3 0.453 -5.545 -3.645  0.93
O2 0.315 -6.088 -2.539  -0.57
O3 0.070 -4.398 -3.915  -0.60
H18 2.788 -8.369 -7.530  0.37
H19 2.452 -9.388 -5.294  0.36
H20 1.387 -8.092 -3.481  0.43
H21 0.995 -4.711 -6.174  0.47
H22 2.070 -6.035 -7.961  0.38
C14 -3.871 7.742 2.355  -0.35
C15 -3.975 7.589 0.971  -0.51
C16 -3.999 6.311 0.409  -0.29
C17 -3.923 5.189 1.245  0.01
C18 -3.811 5.340 2.634  -0.16
C19 -3.785 6.623 3.184  -0.55
N4 -3.973 3.843 0.662  1.05
O4 -4.053 3.751 -0.572  -0.55
O5 -3.936 2.876 1.436  -0.61
H23 -3.859 8.740 2.789  0.36
H24 -4.040 8.466 0.331  0.37
H25 -4.080 6.209 -0.671  0.45
H26 -3.746 4.478 3.294  0.46
H27 -3.701 6.751 4.261  0.37
C20 6.326 4.672 0.786  -0.36
C21 6.299 4.331 2.140  -0.40
C22 5.124 3.842 2.715  -0.42
C23 3.979 3.694 1.921  0.00
C24 4.001 4.042 0.563  -0.07
C25 5.181 4.533 0.000  -0.55
N5 2.748 3.157 2.513  0.96
O6 2.763 2.878 3.721  -0.61
O7 1.766 3.009 1.771  -0.52
H28 7.246 5.047 0.341  0.36
H29 7.195 4.443 2.746  0.36
H30 5.119 3.581 3.771  0.42
H31 3.118 3.937 -0.063  0.42
H32 5.210 4.803 -1.053  0.38
C26 4.562 -0.783 -5.187  -0.44
C27 5.109 -2.065 -5.114  -0.56
C28 6.320 -2.346 -5.749  -0.25
C29 6.979 -1.331 -6.455  -0.02
C30 6.428 -0.045 -6.537  -0.21
C31 5.215 0.224 -5.899  -0.67
N6 8.265 -1.613 -7.104  0.96
O8 8.711 -2.768 -7.025  -0.60
O9 8.834 -0.681 -7.690  -0.60
H33 3.620 -0.568 -4.685  0.81
H34 4.593 -2.845 -4.558  0.49
H35 6.734 -3.350 -5.683  0.42
H36 6.927 0.752 -7.085  0.41
H37 4.781 1.219 -5.954  0.42
C32 -8.342 -0.254 3.061  -0.35
C33 -8.461 -0.001 4.429  -0.54
C34 -7.682 0.991 5.027  -0.29
C35 -6.787 1.731 4.242  0.01
C36 -6.660 1.475 2.871  -0.11
C37 -7.442 0.477 2.284  -0.69
N7 -5.985 2.793 4.861  0.87
O10 -6.112 2.977 6.081  -0.55
O11 -5.229 3.448 4.128  -0.53
H38 -8.955 -1.025 2.598  0.38
H39 -9.163 -0.577 5.028  0.37
H40 -7.787 1.176 6.094  0.45
H41 -5.966 2.038 2.251  0.44
H42 -7.353 0.273 1.219  0.43
C38 -2.059 2.347 7.077  -0.67
C39 -3.270 1.744 6.736  0.33
C40 -3.570 0.462 7.201  -0.29
C41 -2.646 -0.208 8.015  -0.11
C42 -1.426 0.392 8.353  -0.38
C43 -1.136 1.673 7.880  -0.41
N8 -2.966 -1.546 8.528  0.98
O12 -4.047 -2.050 8.191  -0.59
O13 -2.139 -2.092 9.272  -0.60
H43 -1.832 3.349 6.717  0.41
H44 -3.983 2.275 6.109  0.06
H45 -4.518 0.006 6.925  0.52
H46 -0.698 -0.119 8.980  0.42
H47 -0.193 2.148 8.139  0.37
C44 2.037 -6.375 1.935  -0.45
C45 2.993 -5.769 2.751  -0.37
C46 3.660 -4.622 2.315  -0.48
C47 3.355 -4.085 1.057  -0.06
C48 2.401 -4.696 0.232  -0.21
C49 1.744 -5.844 0.678  -0.44
N9 4.034 -2.865 0.603  1.00
O14 4.885 -2.365 1.353  -0.62
O15 3.714 -2.403 -0.501  -0.52
H48 1.516 -7.266 2.282  0.36
H49 3.218 -6.189 3.729  0.35
H50 4.402 -4.161 2.963  0.42
H51 2.159 -4.293 -0.749  0.59
H52 0.999 -6.324 0.046  0.40

Atomic forces in eV per Å
C -1.2 -0.7 0.8
C 1.0 -0.7 -3.3
O -4.0 -0.6 5.6
N 3.8 2.9 -2.0
C 0.4 -1.0 -0.6
In -1.3 0.0 1.8
C -0.1 -0.7 1.4
N 0.9 0.4 -0.2
C -0.9 1.2 0.3
C 1.0 0.8 0.0
C -0.7 0.9 0.1
F -1.3 -2.0 1.2
H 0.4 -2.6 0.1
H -2.3 0.7 -1.0
H 1.2 0.4 -2.1
H 0.4 -1.3 1.5
H -1.7 2.2 0.7
H 2.2 1.4 -0.2
H 0.1 0.1 -0.4
H -0.4 2.3 0.4
H 1.4 -0.3 -2.0
H -1.2 0.4 1.3
H 0.1 -1.5 -1.1
H 1.7 -0.9 -1.7
H -2.0 -0.2 -1.1
H 2.3 -0.5 0.3
H -1.2 -2.2 -0.3
H -1.1 2.0 -0.3
H 2.4 0.5 1.0
C -0.1 0.1 0.1
C -0.1 0.4 -0.1
C 0.0 0.1 -0.1
C 0.5 -0.6 -0.7
C 0.0 0.0 0.1
C -0.1 -0.2 0.4
N -0.7 0.9 0.8
O 0.2 0.7 -1.4
O 0.5 -2.7 0.4
H -0.1 0.1 0.2
H -0.1 0.2 0.0
H -0.1 0.3 -0.2
H 0.0 -0.2 0.3
H -0.1 0.0 0.2
C 0.0 -0.2 0.0
C 0.0 -0.3 0.2
C 0.0 0.0 0.1
C 0.1 1.0 0.4
C 0.2 -0.1 -0.1
C 0.0 0.0 -0.5
N 0.0 -1.3 -0.7
O 0.0 0.2 1.9
O -0.1 1.4 -1.2
H 0.0 -0.2 -0.1
H 0.0 -0.2 0.1
H 0.0 -0.2 0.3
H 0.1 0.3 -0.5
H 0.0 -0.1 -0.2
C -0.1 0.0 0.0
C -0.4 0.0 -0.2
C 0.0 0.0 -0.1
C 0.9 0.4 -0.4
C 0.0 0.0 0.1
C 0.0 -0.1 0.4
N -1.4 -0.6 0.3
O 0.0 0.4 -1.6
O 1.6 0.3 1.2
H -0.2 -0.1 0.1
H -0.2 0.0 -0.1
H -0.2 0.0 -0.3
H 0.1 -0.1 0.3
H -0.1 -0.1 0.2
C -0.1 0.0 -0.1
C 0.4 0.3 -0.4
C 0.0 0.0 0.0
C -0.7 0.1 0.4
C 0.0 0.1 0.0
C 0.4 -0.5 -0.1
N 0.8 -0.2 -0.4
O -0.5 1.6 -0.2
O -0.6 -1.3 0.7
H 0.3 -0.1 -0.1
H 0.1 0.2 -0.1
H 0.1 0.3 -0.1
H 0.1 -0.4 0.1
H 0.1 -0.2 0.0
C 0.1 0.1 0.0
C 0.3 0.3 -0.2
C 0.0 0.0 0.0
C -0.5 -0.7 -0.5
C 0.0 0.1 0.0
C -0.1 0.1 0.4
N 0.3 0.8 0.3
O 0.2 -0.1 -1.7
O -1.3 -1.1 1.4
H 0.1 0.2 0.1
H 0.2 0.2 -0.1
H 0.2 0.1 -0.3
H -0.1 -0.1 0.3
H 0.1 0.1 0.2
C 0.0 -0.2 0.1
C 0.3 -0.2 0.2
C 0.1 0.0 0.1
C 0.2 0.9 -0.3
C 0.0 0.0 0.0
C -0.4 -0.2 -0.1
N -0.3 -1.1 0.4
O 1.6 0.7 0.5
O -1.2 0.7 -1.0
H 0.0 -0.2 0.0
H 0.3 -0.2 0.3
H 0.3 -0.1 0.2
H -0.3 0.0 -0.2
H -0.2 -0.2 0.0
C 0.1 0.1 -0.1
C -0.1 0.2 -0.4
C 0.0 0.0 -0.1
C -0.5 -0.9 0.3
C 0.1 0.0 0.0
C 0.3 0.1 0.3
N 0.5 1.2 -0.7
O -1.1 -0.7 -1.0
O 0.6 -0.8 1.7
H 0.1 0.2 -0.1
H 0.0 0.1 -0.2
H -0.2 0.1 -0.3
H 0.1 0.1 0.3
H 0.2 0.2 0.1

Properties
total charge	-1
frontier orbital gap	4.63	eV
2S+1	1
HOMO energy	-0.151	hartree


(2)
C49H53BrN7NdO2PS as an isolated structure at a distorted geometry, computed with ωB97M-V with the def2-TZVPD basis set.

Each line ends with the Löwdin spin population.
CARTESIAN COORDINATES (ANGSTROEM)
Nd1 0.583 -0.002 -0.050  3.03
C1 -0.276 -2.277 2.816  0.00
C2 -0.013 -2.868 1.576  0.00
C3 1.171 -2.285 1.025  0.00
C4 1.641 -1.310 2.008  0.00
C5 0.745 -1.331 3.094  0.00
C6 0.903 -0.605 4.397  0.00
C7 3.034 -0.710 2.032  0.00
C8 2.086 -3.107 0.125  0.00
C9 -0.803 -3.973 0.943  0.00
C10 -1.394 -2.657 3.743  0.00
H1 1.248 -1.291 5.173  0.00
H2 -0.040 -0.186 4.741  0.00
H3 1.621 0.205 4.314  0.00
H4 3.696 -1.238 1.343  0.00
H5 3.460 -0.817 3.029  0.00
H6 3.064 0.354 1.779  0.00
H7 2.401 -4.002 0.669  0.00
H8 2.987 -2.567 -0.164  0.00
H9 1.574 -3.445 -0.777  0.00
H10 -0.320 -4.940 1.087  0.00
H11 -0.914 -3.808 -0.128  0.00
H12 -1.795 -4.039 1.383  0.00
H13 -1.116 -3.538 4.324  0.00
H14 -2.305 -2.906 3.197  0.00
H15 -1.621 -1.862 4.452  0.00
Br1 -2.729 1.139 -1.877  0.00
C11 -1.179 2.131 -2.435  0.00
C12 -1.265 3.063 -3.450  0.00
C13 -0.124 3.808 -3.727  0.00
C14 1.000 3.625 -2.938  0.00
C15 0.986 2.644 -1.955  0.00
N1 -0.083 1.861 -1.740  0.00
C16 2.184 2.468 -0.997  0.00
O1 3.201 3.089 -1.240  0.00
O2 1.968 1.687 -0.019  0.00
H16 -2.194 3.215 -3.975  0.00
H17 -0.141 4.536 -4.523  0.00
H18 1.888 4.225 -3.052  0.00
N2 -1.734 -0.398 1.161  0.00
C17 -2.761 0.550 1.451  0.00
C18 -4.093 0.157 1.495  0.00
C19 -5.085 1.084 1.755  0.00
C20 -4.749 2.409 1.987  0.00
C21 -3.427 2.814 1.930  0.00
C22 -2.419 1.893 1.656  0.00
P1 -0.662 2.319 1.338  0.00
C23 -0.851 4.114 0.977  0.00
C24 -0.242 5.116 1.729  0.00
C25 -0.499 6.450 1.457  0.00
C26 -1.336 6.806 0.414  0.00
C27 -1.913 5.817 -0.368  0.00
C28 -1.675 4.486 -0.085  0.00
C29 0.047 2.454 3.016  0.00
C30 1.431 2.592 3.115  0.00
C31 2.018 2.853 4.342  0.00
C32 1.229 2.966 5.477  0.00
C33 -0.147 2.826 5.381  0.00
C34 -0.740 2.570 4.156  0.00
H19 -2.174 -1.244 0.783  0.00
H20 -1.272 -0.712 2.040  0.00
H21 -4.354 -0.878 1.316  0.00
H22 -6.118 0.775 1.780  0.00
H23 -5.524 3.132 2.189  0.00
H24 -3.180 3.855 2.081  0.00
H25 0.419 4.868 2.545  0.00
H26 -0.051 7.214 2.077  0.00
H27 -1.541 7.847 0.214  0.00
H28 -2.564 6.087 -1.187  0.00
H29 -2.172 3.725 -0.670  0.00
H30 2.036 2.514 2.221  0.00
H31 3.088 2.987 4.411  0.00
H32 1.684 3.175 6.434  0.00
H33 -0.766 2.929 6.261  0.00
H34 -1.814 2.474 4.080  0.00
C35 -1.697 -5.015 -4.010  0.00
C36 -0.379 -4.320 -3.692  0.00
N3 -0.332 -2.975 -4.249  0.00
C37 -0.687 -1.862 -3.588  0.00
S1 -1.020 -1.890 -1.938  0.00
N4 -0.725 -0.681 -4.235  0.00
C38 -0.196 -0.308 -5.535  0.00
C39 -1.015 -0.785 -6.731  0.00
H35 -1.685 -6.025 -3.614  0.00
H36 -1.848 -5.072 -5.086  0.00
H37 -2.524 -4.470 -3.561  0.00
H38 0.458 -4.881 -4.122  0.00
H39 -0.248 -4.248 -2.610  0.00
H40 -0.355 -2.928 -5.258  0.00
H41 -1.220 0.042 -3.737  0.00
H42 0.838 -0.657 -5.623  0.00
H43 -0.167 0.784 -5.545  0.00
H44 -0.943 -1.860 -6.876  0.00
H45 -0.646 -0.297 -7.629  0.00
H46 -2.060 -0.517 -6.606  0.00
N5 5.043 -5.101 -9.040  0.00
C40 4.873 -4.630 -8.011  0.00
C41 4.587 -3.994 -6.776  0.00
C42 3.279 -3.557 -6.554  0.00
C43 2.977 -2.846 -5.413  0.00
C44 3.969 -2.559 -4.477  0.00
C45 5.261 -3.039 -4.673  0.00
C46 5.570 -3.751 -5.818  0.00
N6 3.653 -1.744 -3.375  0.00
C47 4.467 -0.833 -2.753  0.00
C48 3.698 -0.195 -1.828  0.00
N7 2.418 -0.692 -1.863  0.00
C49 2.439 -1.618 -2.798  0.00
H47 2.517 -3.755 -7.293  0.00
H48 1.972 -2.484 -5.260  0.00
H49 6.026 -2.855 -3.934  0.00
H50 6.577 -4.106 -5.975  0.00
H51 5.491 -0.684 -3.022  0.00
H52 3.994 0.592 -1.162  0.00
H53 1.619 -2.260 -3.041  0.00

Atomic forces in eV per Å
Nd -1.1 -1.3 -0.2
C 0.1 -0.2 0.1
C 0.2 0.4 -0.2
C 0.5 -0.4 1.0
C 0.3 -0.9 -0.2
C -0.1 0.1 -0.3
C -0.1 -0.1 -0.2
C -0.3 0.0 0.0
C -0.2 0.2 0.2
C 0.1 0.2 0.1
C 0.2 0.0 -0.1
H 0.1 -0.1 0.0
H -0.1 0.1 0.1
H 0.0 0.0 0.1
H 0.0 0.1 0.0
H 0.1 0.0 0.0
H 0.1 0.0 0.0
H 0.1 -0.1 0.0
H 0.0 0.0 -0.1
H 0.0 0.0 -0.1
H 0.0 -0.1 0.0
H 0.0 -0.1 0.0
H -0.1 -0.1 0.0
H -0.1 0.0 0.1
H -0.1 0.0 0.1
H -0.1 0.0 0.0
Br 0.1 0.6 -0.4
C -0.3 -0.6 0.3
C 0.1 0.0 0.0
C -0.1 -0.2 0.3
C 0.0 -0.1 0.0
C 0.2 0.1 0.1
N 0.0 0.6 -0.4
C 0.3 1.3 -1.3
O -0.2 -0.2 0.1
O 0.7 -0.1 0.5
H -0.1 0.0 0.0
H 0.0 0.1 0.0
H 0.1 0.0 0.0
N -0.3 -0.4 0.2
C -0.2 0.5 0.1
C 0.1 0.0 0.0
C 0.0 0.1 0.0
C -0.1 0.1 0.0
C 0.0 -0.1 0.1
C 0.2 -0.4 -0.3
P -0.8 0.8 1.1
C 0.2 -0.1 -0.3
C 0.0 -0.2 0.0
C 0.0 0.1 0.0
C 0.0 0.0 0.0
C 0.0 0.0 0.0
C 0.1 0.0 -0.1
C 0.1 -0.1 -0.1
C -0.1 0.0 0.0
C 0.0 0.1 0.0
C 0.0 0.0 0.0
C -0.1 0.0 0.1
C 0.0 0.0 -0.1
H 0.3 0.2 0.2
H -0.1 0.1 -0.5
H 0.0 -0.1 0.0
H -0.1 0.0 0.0
H -0.1 0.1 0.0
H 0.0 0.1 0.0
H 0.0 0.0 0.1
H 0.0 0.0 0.0
H 0.0 0.1 0.0
H -0.1 0.0 -0.1
H -0.1 0.0 0.0
H 0.1 0.0 0.0
H 0.1 0.0 0.0
H 0.0 0.0 0.1
H 0.0 0.0 0.1
H 0.0 0.0 0.1
C 0.2 0.2 0.0
C 0.0 -0.4 0.1
N -0.1 0.5 -0.3
C 0.0 0.4 -0.2
S 0.0 -0.2 0.6
N -0.1 -0.1 0.1
C 0.0 -0.2 -0.4
C 0.1 0.2 0.2
H 0.0 -0.1 0.0
H -0.1 0.0 -0.1
H -0.1 0.0 0.0
H 0.0 0.1 0.1
H 0.1 0.0 -0.2
H 0.0 0.0 0.0
H 0.2 -0.1 0.2
H 0.0 0.1 0.1
H 0.1 -0.1 0.1
H -0.1 -0.1 -0.1
H 0.0 -0.1 -0.1
H -0.2 0.0 0.0
N 0.1 -0.3 -0.4
C 0.1 -0.2 -0.2
C -0.2 0.4 0.6
C 0.2 -0.1 0.1
C 0.1 0.1 0.1
C 0.1 -0.4 -0.7
C -0.2 0.1 0.2
C -0.1 0.0 -0.2
N -0.3 0.2 0.4
C 0.2 0.4 0.4
C 0.4 0.0 -0.2
N -0.1 -0.1 -0.2
C -0.4 0.0 0.1
H 0.0 0.0 -0.1
H 0.0 0.1 0.0
H 0.1 0.0 0.1
H 0.0 0.0 0.0
H 0.2 0.0 -0.1
H 0.0 0.1 0.1
H -0.1 -0.1 -0.1

Properties
total charge	+1
⟨S²⟩	3.75
frontier orbital gap (spin up / spin down)	6.55 / 6.54	eV
2S+1	4
HOMO energy (spin up / spin down)	-0.338 / -0.338	hartree